Entry 1:
This record from the OMol25 dataset describes a molecular structure, C27H51NO2Si2Ti at a distorted geometry. The level of theory is ωB97M-V with the def2-TZVPD basis set.

Output
Spin multiplicity: 2
Total charge: +1
Energy relative to the best compared isomer or geometry (same formula, charge and spin) in kJ/mol: 21.4

Each line ends with the Löwdin spin population.
Positions of all 84 atoms, in Å:
O (-1.2688, -1.8553, -1.3992)  0.001
O (0.5863, 1.3315, -4.6408)  0.000
C (-0.4345, -2.8728, -1.9562)  0.000
C (-1.0853, -4.2156, -1.7648)  0.000
H (0.5217, -2.8598, -1.4128)  0.000
H (-0.1900, -2.6720, -3.0071)  0.000
H (-1.2622, -4.3954, -0.6942)  0.000
H (-0.3781, -4.9357, -2.1906)  0.000
H (-2.0629, -4.2445, -2.2616)  0.000
C (-1.9797, -0.9704, -2.2530)  0.001
C (-1.8210, -1.1215, -3.7595)  0.000
H (-1.6270, 0.0230, -1.8866)  0.001
H (-3.0163, -1.1008, -1.9038)  0.000
H (-0.8953, -0.6358, -4.0948)  0.000
H (-2.6888, -0.6331, -4.2148)  0.000
H (-1.8599, -2.1816, -4.0608)  0.000
C (0.2248, 2.4930, -3.8914)  0.000
C (1.9911, 1.0885, -4.7372)  0.000
C (-1.1893, 2.9497, -4.2207)  0.000
H (0.9274, 3.3274, -4.0771)  0.000
H (0.2960, 2.2451, -2.8146)  0.000
H (-1.2765, 3.1088, -5.2997)  0.000
H (-1.3935, 3.8913, -3.7006)  0.000
H (-1.9093, 2.1865, -3.9112)  0.000
C (2.4881, 0.6491, -6.1141)  0.000
H (2.2228, 0.2855, -4.0225)  0.000
H (2.5584, 1.9782, -4.4275)  0.000
H (1.9390, -0.2198, -6.4863)  0.000
H (3.5521, 0.3839, -6.0410)  0.000
H (2.3933, 1.4618, -6.8453)  0.000
H (0.4420, -0.7570, 0.1162)  0.011
Ti (-0.5305, -0.2499, 1.5731)  0.948
C (1.4885, -0.8988, -0.1417)  0.011
Si (2.8841, 0.1205, 0.4158)  0.001
H (1.6493, -1.9883, -0.0501)  0.002
H (1.5488, -0.5648, -1.2091)  0.001
C (4.1856, -0.7609, -0.6511)  0.000
C (3.4384, -0.1040, 2.1933)  0.000
C (2.8014, 1.9436, 0.0630)  0.000
C (-2.1977, -1.3241, 1.3262)  -0.029
Si (-3.4957, 0.0644, 1.3696)  0.000
H (-2.1531, -2.0423, 2.1780)  -0.002
H (-2.3345, -1.9286, 0.4048)  -0.002
C (-4.9102, -0.5433, 0.2910)  -0.001
C (-2.8539, 1.6188, 0.5186)  0.005
C (-4.1994, 0.3646, 3.0795)  0.000
H (2.2208, 2.2163, -0.8257)  0.000
H (3.8310, 2.2929, -0.0950)  0.000
H (2.4001, 2.4988, 0.9172)  0.000
H (4.0557, -1.8513, -0.5753)  0.000
H (5.1919, -0.5238, -0.2908)  0.000
H (4.1256, -0.4921, -1.7152)  0.000
H (2.9108, -0.9275, 2.6953)  0.000
H (3.3048, 0.8208, 2.7740)  0.000
H (4.5168, -0.3379, 2.1661)  0.000
H (-3.5196, 1.7392, -0.3583)  0.001
H (-1.8104, 1.6377, 0.1337)  0.002
H (-3.0030, 2.4787, 1.1946)  0.000
H (-5.1259, 0.9522, 2.9701)  0.000
H (-3.5081, 0.9170, 3.7319)  0.000
H (-4.4501, -0.5897, 3.5692)  0.000
H (-5.8597, -0.1591, 0.6875)  0.000
H (-4.9355, -1.6404, 0.2978)  0.000
H (-4.7957, -0.1997, -0.7449)  0.000
C (0.7469, 3.6406, 2.9542)  0.001
C (1.1774, 3.2859, 4.2345)  0.001
C (1.0698, 1.9646, 4.6460)  0.001
C (0.5607, 1.0035, 3.7889)  0.003
N (0.1488, 1.3814, 2.5396)  0.003
C (0.2152, 2.6714, 2.1185)  0.001
C (0.5344, -0.4217, 4.0911)  0.018
C (0.9373, -0.9189, 5.3442)  -0.004
C (1.0775, -2.2876, 5.5421)  0.019
C (0.8094, -3.1938, 4.5095)  -0.004
C (0.4031, -2.7332, 3.2522)  0.017
C (0.2771, -1.3586, 3.0576)  -0.009
H (0.8118, 4.6591, 2.6043)  0.000
H (1.6095, 4.0185, 4.9019)  0.000
H (1.3788, 1.6449, 5.6336)  0.000
H (-0.1609, 2.8893, 1.1210)  0.000
H (1.1569, -0.2093, 6.1391)  -0.001
H (1.4246, -2.6411, 6.5077)  0.001
H (0.9302, -4.2584, 4.6815)  -0.001
H (0.2163, -3.4080, 2.4135)  0.001

---

Entry 2:
This record from the OMol25 dataset describes a molecular structure, C27H51O3OsSb at a distorted geometry. The level of theory is ωB97M-V with the def2-TZVPD basis set.

Output
Total charge: +4

Each line ends with the Mulliken charge.
Positions of all 83 atoms, in Å:
Os (0.3756, -0.6768, 0.0333)  1.078
C (2.7727, -3.3999, -0.0701)  -0.986
C (3.1651, -2.0045, -0.4061)  1.178
C (4.5878, -1.7174, -0.7014)  -1.521
O (2.3477, -1.0673, -0.4556)  -0.243
H (3.4210, -3.7912, 0.7160)  0.431
H (2.9679, -4.0322, -0.9418)  0.461
H (1.7328, -3.4920, 0.2233)  -0.084
H (4.9330, -2.3533, -1.5199)  0.426
H (5.1916, -2.0051, 0.1635)  0.407
H (4.7516, -0.6704, -0.9334)  0.254
C (-0.9741, -3.3426, 6.8112)  -1.551
C (-1.3151, -2.7999, 5.4640)  0.461
C (-0.4494, -2.9946, 4.3687)  -0.588
C (-0.7382, -2.4997, 3.1310)  0.471
C (0.1576, -2.8680, 1.9788)  -1.473
C (-1.9338, -1.7361, 2.9455)  -0.040
C (-2.2200, -0.9856, 1.8065)  0.091
O (-1.4976, -0.6936, 0.7915)  -0.355
C (-2.8851, -1.6415, 4.0229)  0.733
C (-4.2496, -1.0169, 3.8731)  -1.811
C (-2.5248, -2.1406, 5.2560)  -0.724
H (-0.1302, -4.0263, 6.7816)  0.375
H (-1.8340, -3.8460, 7.2530)  0.421
H (-0.7235, -2.5157, 7.4814)  0.355
H (0.4428, -3.5908, 4.5159)  0.439
H (0.6558, -3.8166, 2.1772)  0.848
H (0.9704, -2.1307, 1.8570)  0.492
H (-0.4038, -2.9931, 1.0494)  0.166
H (-3.2145, -0.5458, 1.7551)  0.373
H (-4.2005, 0.0732, 3.9170)  0.378
H (-4.8857, -1.3362, 4.6946)  0.445
H (-4.7478, -1.3096, 2.9500)  0.463
H (-3.2181, -2.0525, 6.0830)  0.498
C (-1.9962, 3.9729, -1.7725)  -1.335
C (-2.3332, 2.5712, -1.4575)  0.816
C (-2.8071, 2.2758, -0.0988)  -0.890
C (-2.8245, 1.7123, -2.5488)  -1.121
Sb (0.2834, 1.5434, -1.0955)  0.816
C (1.2424, 2.2110, 0.7332)  1.213
C (2.7505, 2.1507, 0.4798)  -1.623
C (0.8510, 3.6112, 1.1918)  -1.515
C (0.8192, 1.1335, 1.7300)  -1.889
C (2.2454, 2.8551, -4.9110)  1.244
C (1.6516, 1.7031, -5.5772)  -1.237
C (1.6450, 4.1741, -5.0703)  -1.290
C (3.5411, 2.7304, -4.2526)  -1.249
H (-2.9745, 4.4850, -1.8260)  0.468
H (-1.5234, 4.0957, -2.7440)  0.305
H (-1.4330, 4.4741, -0.9856)  0.322
H (-3.8591, 2.6137, -0.0906)  0.559
H (-2.2903, 2.8436, 0.6743)  0.303
H (-2.8126, 1.2067, 0.1185)  -0.021
H (-3.8708, 2.0311, -2.7048)  0.471
H (-2.8536, 0.6560, -2.2837)  0.199
H (-2.3054, 1.8718, -3.4912)  0.314
H (3.0647, 2.9062, -0.2426)  0.455
H (3.0816, 1.1700, 0.1314)  0.238
H (3.2799, 2.3695, 1.4120)  0.460
H (1.0989, 4.3574, 0.4350)  0.377
H (1.4106, 3.8773, 2.0931)  0.464
H (-0.2092, 3.6980, 1.4391)  0.325
H (1.2136, 0.0731, 1.4621)  0.461
H (-0.2475, 1.1115, 1.9335)  0.408
H (1.3407, 1.2285, 2.6906)  0.559
H (0.5692, 1.7724, -5.6739)  0.380
H (1.9845, 0.7450, -5.1853)  0.368
H (2.0374, 1.7700, -6.6144)  0.405
H (0.5998, 4.1586, -5.3683)  0.398
H (2.2062, 4.6229, -5.9152)  0.390
H (1.8437, 4.8415, -4.2315)  0.422
H (3.7179, 1.7415, -3.8332)  0.359
H (3.7574, 3.5339, -3.5516)  0.407
H (4.2729, 2.8396, -5.0777)  0.403
C (-1.7385, -3.9164, -1.9191)  -1.282
C (-1.5909, -2.4199, -1.8825)  -0.044
O (-0.2341, -2.0478, -1.4143)  -0.440
H (-2.7549, -4.1652, -2.2260)  0.405
H (-1.5661, -4.3621, -0.9401)  0.282
H (-1.0664, -4.3708, -2.6488)  0.428
H (-2.2599, -1.9437, -1.1735)  0.042
H (-1.7135, -1.9650, -2.8651)  0.381
H (0.4285, -2.5289, -1.9235)  0.218

---

These records have E values of -73274.67901 -43930.84814 eV, in the order they appear.